No. 1
Formula: C31H28CsFN4O5Si
Source: OMol25
Level of theory: ωB97M-V with the def2-TZVPD basis set

Values from the calculation:
HOMO-LUMO gap: 0.167 Eh
electronic energy: -2202.959979 a.u.
charge: -2
energy above the lowest of the compared OMol25 structures with the same formula, charge and spin: 0.00 kJ/mol

Each line ends with the Löwdin charge.
Cartesian coordinates (Å):
Cs1 -0.96 0.35 1.98  1.41
C1 -2.38 -0.83 -0.97  -0.06
C2 -1.67 -2.14 -0.76  -0.30
C3 -1.81 -3.21 -1.65  -0.02
C4 -1.10 -4.37 -1.42  -0.06
C5 -0.24 -4.46 -0.34  -0.03
C6 -0.14 -3.35 0.50  -0.21
N1 -0.86 -2.26 0.29  0.09
C7 0.86 -3.29 1.62  -0.18
C8 1.54 -4.44 2.05  -0.02
C9 2.55 -4.31 2.98  -0.07
C10 2.88 -3.05 3.45  -0.02
C11 2.14 -1.95 3.02  -0.20
N2 1.15 -2.09 2.13  0.14
C12 2.44 -0.56 3.49  -0.23
C13 2.93 -0.29 4.76  -0.03
C14 3.15 1.03 5.11  -0.06
C15 2.88 2.03 4.20  -0.01
C16 2.39 1.69 2.93  -0.32
C17 2.00 2.72 1.93  -0.03
N3 2.19 0.41 2.61  0.11
H1 -3.32 -0.98 -1.51  0.08
H2 -1.74 -0.19 -1.60  0.07
H3 -2.60 -0.32 -0.03  0.00
H4 -2.47 -3.11 -2.50  0.09
H5 -1.19 -5.20 -2.11  0.10
H6 0.36 -5.35 -0.19  0.09
H7 1.27 -5.41 1.66  0.10
H8 3.10 -5.18 3.31  0.10
H9 3.70 -2.91 4.14  0.10
H10 3.08 -1.09 5.47  0.10
H11 3.50 1.28 6.11  0.10
H12 3.01 3.07 4.45  0.12
H13 2.71 3.55 1.92  0.08
H14 1.02 3.12 2.20  0.07
H15 1.94 2.29 0.93  0.07
C18 -2.43 -1.38 -5.03  -0.18
Si1 -1.71 0.39 -5.01  0.36
C19 -3.17 1.58 -4.70  -0.19
C20 -1.16 0.70 -6.82  -0.21
N4 -0.53 0.46 -3.82  -0.06
C21 0.56 1.21 -3.66  -0.36
C22 1.05 2.20 -4.55  -0.06
C23 2.22 2.91 -4.34  -0.15
C24 3.00 2.70 -3.22  -0.16
C25 2.56 1.75 -2.29  -0.06
C26 1.39 1.06 -2.51  -0.23
F1 1.03 0.17 -1.54  0.01
H16 -2.10 -1.93 -5.91  0.01
H17 -3.52 -1.41 -5.01  0.01
H18 -2.05 -1.89 -4.15  -0.02
H19 -4.00 1.41 -5.39  0.01
H20 -2.83 2.62 -4.82  0.01
H21 -3.54 1.47 -3.68  0.01
H22 -1.97 0.42 -7.50  0.01
H23 -0.29 0.10 -7.07  0.02
H24 -0.91 1.75 -7.02  0.00
H25 0.48 2.40 -5.45  0.07
H26 2.52 3.64 -5.09  0.08
H27 3.91 3.26 -3.04  0.07
H28 3.10 1.54 -1.38  0.10
O1 -3.05 3.12 7.49  0.04
C27 -2.71 2.64 6.41  -0.31
C28 -1.73 3.22 5.45  -0.34
O2 -1.03 4.21 5.65  0.02
C29 -1.76 2.39 4.25  -0.39
C30 -2.67 1.28 4.45  -0.40
O3 -2.94 0.37 3.64  -0.29
C31 -3.18 1.35 5.83  -0.33
O4 -3.86 0.51 6.42  0.02
O5 -1.03 2.59 3.23  -0.31

***

No. 2
Formula: C21H18AsN4O6RuS2
Source: OMol25
Level of theory: ωB97M-V with the def2-TZVPD basis set

Values from the calculation:
HOMO-LUMO gap (alpha / beta): 0.155 / 0.152 Eh
electronic energy: -4608.303409 a.u.
charge: +1
energy above the lowest of the compared OMol25 structures with the same formula, charge and spin: 247.73 kJ/mol

Each line ends with the Löwdin charge.
Cartesian coordinates (Å):
Ru1 -0.59 -0.03 -0.02  0.93
N1 -1.62 -2.59 -1.88  0.18
C1 -2.24 -2.53 -0.66  -0.26
C2 -3.18 -3.55 -0.38  0.01
C3 -3.79 -3.60 0.84  -0.03
C4 -3.49 -2.60 1.77  -0.01
C5 -2.62 -1.60 1.41  -0.13
N2 -1.98 -1.54 0.22  -0.04
C6 -0.43 -2.07 -2.34  -0.19
C7 -0.02 -2.47 -3.64  0.02
C8 1.10 -1.97 -4.19  0.09
C9 1.81 -0.86 -3.49  -0.31
C10 1.52 -0.92 -2.01  -0.33
N3 0.38 -1.34 -1.52  0.05
H1 -2.03 -3.25 -2.52  0.16
H2 -3.38 -4.29 -1.14  0.12
H3 -4.48 -4.39 1.08  0.12
H4 -3.94 -2.60 2.75  0.12
H5 -2.43 -0.78 2.10  0.06
H6 -0.62 -3.20 -4.16  0.13
H7 1.43 -2.25 -5.18  0.14
H8 2.89 -0.86 -3.65  0.17
H9 2.14 -0.11 -0.37  0.12
O1 -0.31 2.49 -4.16  -0.28
As1 0.29 1.51 -2.84  1.31
O2 1.30 0.38 -3.98  -0.30
O3 2.46 -0.39 -1.25  0.18
C11 1.81 2.70 -2.50  -0.30
C12 2.78 2.97 -3.45  -0.07
C13 3.81 3.83 -3.14  -0.05
C14 3.90 4.42 -1.89  -0.05
C15 2.92 4.18 -0.94  -0.03
C16 1.89 3.32 -1.27  -0.30
S1 0.62 2.84 -0.17  0.47
O4 0.69 3.52 1.09  -0.26
O5 -0.65 2.91 -0.89  -0.47
O6 0.96 1.36 -0.01  -0.55
H10 -1.26 2.45 -4.26  0.04
H11 2.69 2.49 -4.42  0.11
H12 4.57 4.04 -3.88  0.11
H13 4.72 5.08 -1.65  0.11
H14 2.93 4.63 0.04  0.12
S2 -1.98 1.54 1.03  0.72
C17 -0.81 1.46 2.31  -0.74
C18 -0.63 2.49 3.24  -0.09
C19 0.42 2.38 4.13  -0.05
C20 1.22 1.24 4.10  -0.05
C21 0.95 0.25 3.17  -0.14
N4 -0.04 0.36 2.30  -0.03
H15 -1.26 3.36 3.20  0.12
H16 0.61 3.17 4.84  0.12
H17 2.05 1.13 4.78  0.10
H18 1.54 -0.65 3.12  0.11

***

No. 3
Formula: C18H9F5MoN3OS2
Source: OMol25
Level of theory: ωB97M-V with the def2-TZVPD basis set

Values from the calculation:
HOMO-LUMO gap (alpha / beta): 0.215 / 0.215 Eh
electronic energy: -2294.414323 a.u.
charge: +1
energy above the lowest of the compared OMol25 structures with the same formula, charge and spin: 0.00 kJ/mol

Each line ends with the Löwdin charge.
Cartesian coordinates (Å):
Mo1 0.78 0.65 0.47  1.28
S1 1.45 2.66 1.36  0.66
C1 2.62 1.41 1.90  -1.02
S2 2.93 0.05 0.76  0.69
C2 3.32 1.54 3.05  -0.31
C3 4.31 0.58 3.42  -0.19
N1 5.09 -0.21 3.71  0.24
C4 3.11 2.67 3.90  -0.19
N2 2.95 3.57 4.59  0.24
F1 -3.79 -3.39 4.41  0.17
C5 -2.95 -2.66 3.70  -0.12
C6 -3.19 -2.47 2.34  -0.13
F2 -4.26 -3.01 1.77  0.16
C7 -2.32 -1.70 1.60  -0.13
F3 -2.54 -1.50 0.30  0.13
C8 -1.20 -1.13 2.19  -0.19
O1 -0.33 -0.39 1.48  -0.28
C9 -0.97 -1.33 3.55  -0.13
F4 0.10 -0.77 4.11  0.14
C10 -1.84 -2.09 4.30  -0.13
F5 -1.62 -2.28 5.59  0.16
C11 0.29 3.11 -2.60  -0.04
C12 0.02 1.79 -3.24  -0.20
C13 -0.31 1.68 -4.58  -0.02
C14 -0.55 0.43 -5.15  -0.02
C15 -0.48 -0.73 -4.40  -0.02
C16 -0.16 -0.69 -3.06  -0.20
C17 -0.06 -1.92 -2.22  -0.02
C18 0.08 0.59 -2.50  -0.24
N3 0.41 0.67 -1.18  -0.15
H1 0.27 3.91 -3.34  0.09
H2 1.26 3.13 -2.11  0.08
H3 -0.47 3.34 -1.85  0.09
H4 -0.37 2.57 -5.19  0.12
H5 -0.81 0.37 -6.20  0.12
H6 -0.67 -1.69 -4.87  0.12
H7 -0.23 -2.81 -2.83  0.09
H8 -0.81 -1.92 -1.42  0.07
H9 0.93 -2.01 -1.76  0.09

***

What did the second record say?
Formula: C21H18AsN4O6RuS2
Source: OMol25
Level of theory: ωB97M-V with the def2-TZVPD basis set

Values from the calculation:
HOMO-LUMO gap (alpha / beta): 0.155 / 0.152 Eh
electronic energy: -4608.303409 a.u.
charge: +1
energy above the lowest of the compared OMol25 structures with the same formula, charge and spin: 247.73 kJ/mol

Each line ends with the Löwdin charge.
Cartesian coordinates (Å):
Ru1 -0.59 -0.03 -0.02  0.93
N1 -1.62 -2.59 -1.88  0.18
C1 -2.24 -2.53 -0.66  -0.26
C2 -3.18 -3.55 -0.38  0.01
C3 -3.79 -3.60 0.84  -0.03
C4 -3.49 -2.60 1.77  -0.01
C5 -2.62 -1.60 1.41  -0.13
N2 -1.98 -1.54 0.22  -0.04
C6 -0.43 -2.07 -2.34  -0.19
C7 -0.02 -2.47 -3.64  0.02
C8 1.10 -1.97 -4.19  0.09
C9 1.81 -0.86 -3.49  -0.31
C10 1.52 -0.92 -2.01  -0.33
N3 0.38 -1.34 -1.52  0.05
H1 -2.03 -3.25 -2.52  0.16
H2 -3.38 -4.29 -1.14  0.12
H3 -4.48 -4.39 1.08  0.12
H4 -3.94 -2.60 2.75  0.12
H5 -2.43 -0.78 2.10  0.06
H6 -0.62 -3.20 -4.16  0.13
H7 1.43 -2.25 -5.18  0.14
H8 2.89 -0.86 -3.65  0.17
H9 2.14 -0.11 -0.37  0.12
O1 -0.31 2.49 -4.16  -0.28
As1 0.29 1.51 -2.84  1.31
O2 1.30 0.38 -3.98  -0.30
O3 2.46 -0.39 -1.25  0.18
C11 1.81 2.70 -2.50  -0.30
C12 2.78 2.97 -3.45  -0.07
C13 3.81 3.83 -3.14  -0.05
C14 3.90 4.42 -1.89  -0.05
C15 2.92 4.18 -0.94  -0.03
C16 1.89 3.32 -1.27  -0.30
S1 0.62 2.84 -0.17  0.47
O4 0.69 3.52 1.09  -0.26
O5 -0.65 2.91 -0.89  -0.47
O6 0.96 1.36 -0.01  -0.55
H10 -1.26 2.45 -4.26  0.04
H11 2.69 2.49 -4.42  0.11
H12 4.57 4.04 -3.88  0.11
H13 4.72 5.08 -1.65  0.11
H14 2.93 4.63 0.04  0.12
S2 -1.98 1.54 1.03  0.72
C17 -0.81 1.46 2.31  -0.74
C18 -0.63 2.49 3.24  -0.09
C19 0.42 2.38 4.13  -0.05
C20 1.22 1.24 4.10  -0.05
C21 0.95 0.25 3.17  -0.14
N4 -0.04 0.36 2.30  -0.03
H15 -1.26 3.36 3.20  0.12
H16 0.61 3.17 4.84  0.12
H17 2.05 1.13 4.78  0.10
H18 1.54 -0.65 3.12  0.11